11
Properties=species:S:1:pos:R:3:forces:R:3 method="wB97M-V/def2-TZVPD" e_lumo_ev="-2.0 / -2.0" de_lowest_kj_mol=463.70 e_homo_ev="-5.9 / -5.9" spin_multiplicity=2 mol_weight_g_mol=179.5 homo_lumo_gap_ev="3.885 / 3.852"
C -1.25705 0.43939 0.20922 0.104 -0.023 -0.010
C 0.12058 -0.12715 0.08109 0.261 -0.262 -0.017
O 1.05466 0.92929 -0.03045 -1.473 0.428 0.132
O -2.28004 -0.15263 0.33018 -0.190 -0.038 0.075
H 0.12853 -0.78648 -0.80285 -0.013 0.090 0.208
H 0.30397 -0.75314 0.97069 -0.046 0.081 -0.213
O 2.63685 -0.60876 -0.14556 -0.385 0.703 0.024
C 2.37281 0.61128 -0.14792 2.287 -1.023 -0.179
Li -4.23741 -0.07681 0.37759 -0.267 0.137 -0.339
Rb 6.95409 0.31359 -0.52386 -0.685 0.022 0.053
H -5.79700 0.21141 -0.31814 0.407 -0.116 0.267

***

8
Properties=species:S:1:pos:R:3:forces:R:3 method="wB97M-V/def2-TZVPD" e_lumo_ev="0.2 / -0.9" de_lowest_kj_mol=80.93 e_homo_ev="-6.8 / -11.4" spin_multiplicity=3 mol_weight_g_mol=90.0 homo_lumo_gap_ev="7.031 / 10.487"
C -1.15949 -0.01075 -0.43096 -1.125 -3.685 -3.713
N -0.02582 0.39818 0.34088 0.549 -0.206 1.484
N -1.21528 1.10033 0.32977 -1.275 3.355 0.150
O 2.88865 -0.80290 0.60174 1.703 -4.139 4.530
P 2.49698 0.10626 -0.38608 -1.780 4.222 -4.568
H -1.11732 -0.06148 -1.60339 0.640 0.894 2.155
H -1.79556 -0.88195 -0.19983 0.291 0.402 0.659
H -0.07216 0.15231 1.34787 0.998 -0.844 -0.697

***

8
Properties=species:S:1:pos:R:3:forces:R:3 method="wB97M-V/def2-TZVPD" e_lumo_ev=-1.0 de_lowest_kj_mol=354.10 e_homo_ev=-9.3 mol_weight_g_mol=78.1 homo_lumo_gap_ev=8.296
O 0.41146 -0.98400 0.07613 0.032 0.407 -0.015
C -0.40642 -0.38943 -0.83103 -0.237 0.094 0.238
C 1.63160 -0.48127 -0.01550 0.652 0.318 0.050
C 2.63809 0.16821 0.02147 -0.339 -0.410 -0.036
C -1.67119 -0.22488 -0.21674 -0.635 0.255 0.113
C -2.63939 0.33946 0.25284 0.434 -0.453 -0.287
H 3.52858 0.74869 0.04105 0.036 -0.146 -0.030
H -3.49273 0.82321 0.67178 0.057 -0.067 -0.034

***

17
Properties=species:S:1:pos:R:3:forces:R:3 method="wB97M-V/def2-TZVPD" e_lumo_ev=0.8 de_lowest_kj_mol=249.74 smiles="CN1C[C@@](C)(O)C1=O" e_homo_ev=-8.3 mol_weight_g_mol=115.1 homo_lumo_gap_ev=9.112
C -2.35303 -0.88093 -0.27794 0.808 0.282 -4.080
N -1.11635 -0.13319 -0.30849 -1.149 -2.145 0.002
C 0.12570 -0.78632 -0.61008 1.225 1.387 -2.763
C 0.99269 0.41188 -0.12497 -1.829 2.364 0.652
C 1.82370 0.26537 1.13509 -0.793 -0.499 -1.997
O 1.66748 1.16002 -1.15032 0.609 0.545 0.518
C -0.74843 0.99665 0.21914 3.930 1.168 0.422
O -1.30026 1.93133 0.71327 -0.398 0.290 0.137
H -3.21500 -0.23917 -0.32268 -0.252 0.279 0.145
H -2.28803 -1.46830 -1.31565 -0.644 0.660 2.526
H -2.31365 -1.45076 0.58855 -0.500 -1.637 1.317
H 0.18648 -0.78462 -1.73146 0.329 -0.577 0.744
H 0.29791 -1.79047 -0.23536 -0.050 0.019 0.468
H 1.12380 0.15053 1.90328 -0.630 -0.728 1.606
H 2.33896 1.15246 1.31565 0.818 1.697 0.332
H 2.56439 -0.50186 1.02978 0.239 -0.749 0.192
H 2.21365 1.96739 -0.82782 -1.710 -2.356 -0.220

***

In order of appearance, electronic energy = -10156.5599, -15396.9355, -7256.8382, -10913.9873 eV.